Here is a molecular structure, C3H4N2OS from the Open Molecules 2025 dataset. Energies are from the ωB97M-V functional and the def2-TZVPD basis.

CARTESIAN COORDINATES (ANGSTROEM)
C (1.972, 0.334, -1.313)
C (-0.867, -0.524, 1.492)
C (0.674, 0.398, -0.675)
N (2.903, 0.474, -1.963)
N (-0.420, -0.077, -1.555)
O (-1.536, 0.371, -1.263)
S (0.412, -1.115, 0.393)
H (-1.394, -1.378, 2.082)
H (-1.525, -0.251, 0.621)
H (-0.801, 0.414, 2.148)
H (0.583, 1.355, 0.032)

Calculated values
Multiplicity ... 1
LUMO level (alpha / beta) ... -0.022 / -0.022 hartree
Kohn-Sham gap (alpha / beta) ... 9.184 / 9.185 eV

Here is 4 unconnected molecules or ions with the total composition C2H14N3O3 from the Open Molecules 2025 dataset. Energies are from the ωB97M-V functional and the def2-TZVPD basis.

CARTESIAN COORDINATES (ANGSTROEM)
C (0.605, 2.228, -0.992)
N (-0.080, 0.923, -0.769)
C (-0.120, -0.010, -1.747)
N (-0.761, -1.265, -1.714)
N (0.472, 0.234, -2.972)
H (-0.036, 2.916, -1.626)
H (1.635, 2.192, -1.457)
H (0.913, 2.655, 0.057)
H (-0.359, 0.773, 0.330)
H (-1.408, -1.493, -0.930)
H (-0.926, -1.651, -2.690)
H (0.494, -0.579, -3.702)
H (0.978, 1.211, -3.031)
H (-1.021, -0.459, 5.629)
H (-1.028, 1.109, 5.985)
O (-1.072, 0.425, 5.294)
H (1.519, -0.688, 0.099)
H (2.779, -1.750, 0.020)
O (1.868, -1.579, 0.521)
H (-0.483, -1.460, 1.026)
H (-1.716, -0.640, 1.472)
O (-1.005, -0.682, 0.864)

Calculated values
Multiplicity ... 2
LUMO level (alpha / beta) ... 0.022 / 0.020 hartree
Kohn-Sham gap (alpha / beta) ... 3.334 / 9.137 eV